104
Properties=species:S:1:pos:R:3:mulliken_spin:R:1 method="wB97M-V/def2-TZVPD" spin_multiplicity=5 de_lowest_ev=0.000 energy_ev=-133651.2847 homo_energy_ev="-4.54 / -5.77" total_charge=-1
Cr -1.40009 0.82608 -1.21919 4.11
C 6.32026 -1.40971 -3.79896 0.00
C 4.87369 -1.54531 -3.40815 0.00
C 3.92080 -1.98895 -4.31444 0.00
C 2.58157 -2.09385 -3.95676 0.00
C 2.17764 -1.73976 -2.68149 0.00
C 3.12400 -1.30920 -1.75794 0.00
C 4.45617 -1.21610 -2.11841 0.00
S 0.45012 -1.85329 -2.21102 0.03
O 0.47318 -2.16500 -0.79152 -0.01
O -0.07913 -2.86272 -3.10515 0.00
N -0.18028 -0.43852 -2.42105 -0.04
C -0.27586 -0.04065 -3.83392 0.01
C -0.95784 1.32182 -4.00826 0.04
O -0.85402 1.87452 -5.09507 0.01
O -1.62748 1.75366 -3.00283 0.03
H 6.52088 -1.90644 -4.74786 0.00
H 6.97628 -1.84369 -3.04290 0.00
H 6.59646 -0.35901 -3.90822 0.00
H 4.22716 -2.26159 -5.31781 0.00
H 1.84088 -2.45157 -4.65842 0.00
H 2.81585 -1.07869 -0.74626 0.00
H 5.18878 -0.88870 -1.38833 0.00
H -0.86741 -0.76310 -4.40671 -0.01
H 0.70752 0.02159 -4.31239 -0.01
C -5.26830 0.33016 1.12953 0.00
C -4.88454 -1.05638 0.60222 0.02
C -5.81839 -2.11440 1.19827 0.00
C -5.07381 -1.04333 -0.92195 0.00
Si -3.04686 -1.47095 0.90457 -0.02
O -2.07069 -0.47401 0.14030 -0.40
C -2.80759 -3.26880 0.38948 0.01
C -2.45011 -3.56424 -0.92510 0.00
C -2.29157 -4.87408 -1.35499 0.00
C -2.50322 -5.92253 -0.47128 0.00
C -2.86176 -5.65418 0.84376 0.00
C -3.00646 -4.33953 1.26510 0.00
C -2.63810 -1.50231 2.76849 0.01
C -1.27953 -1.66954 3.06460 0.00
C -0.80493 -1.63473 4.36738 0.00
C -1.68680 -1.44068 5.42282 0.00
C -3.04247 -1.29516 5.16007 0.00
C -3.50583 -1.32890 3.84821 0.00
H -6.28649 0.58255 0.80965 0.00
H -4.60556 1.10165 0.73022 0.01
H -5.24572 0.39483 2.21976 0.00
H -6.86180 -1.85611 0.98020 0.00
H -5.72046 -2.19498 2.28363 0.00
H -5.62381 -3.10259 0.77892 0.00
H -6.11938 -0.82035 -1.16616 0.00
H -4.82770 -2.00968 -1.36799 0.00
H -4.44698 -0.28559 -1.39798 0.02
H -2.26067 -2.75732 -1.62105 0.02
H -1.97637 -5.06553 -2.37242 0.00
H -2.37689 -6.94677 -0.80213 0.00
H -3.01753 -6.46856 1.54188 0.00
H -3.27024 -4.14540 2.30023 0.00
H -0.58247 -1.80726 2.24457 0.00
H 0.25468 -1.74960 4.56253 0.00
H -1.32116 -1.40811 6.44198 0.00
H -3.74191 -1.15462 5.97572 0.00
H -4.56605 -1.19713 3.67464 0.00
S 4.05480 4.83709 0.63730 0.00
C 2.68835 3.94074 -0.08652 0.00
C 2.88190 2.67811 -0.62014 0.01
C 1.77698 2.00251 -1.11532 -0.01
N 0.54949 2.50738 -1.10572 0.02
C 0.37247 3.72723 -0.60681 0.01
C 1.40963 4.48128 -0.07939 -0.01
C 4.76400 5.49822 -0.86113 0.00
C 5.95278 4.99007 -1.36403 0.00
C 6.48172 5.55403 -2.51611 0.00
N 5.91323 6.55879 -3.17558 0.00
C 4.77093 7.03493 -2.68558 0.00
C 4.16289 6.55023 -1.53796 0.00
H 3.85959 2.21595 -0.62760 0.00
H 1.86587 1.01333 -1.54340 0.01
H -0.64109 4.10894 -0.63041 0.00
H 1.22251 5.46084 0.33835 0.00
H 6.45395 4.16945 -0.86956 0.00
H 7.40856 5.17222 -2.92978 0.00
H 4.31600 7.85029 -3.23657 0.00
H 3.23616 6.97860 -1.18178 0.00
C 2.37050 -2.61321 1.63327 0.00
N 1.77676 -1.29267 1.59011 0.00
C 2.00381 -0.32112 2.47603 0.00
N 2.94777 -0.57662 3.43652 0.00
S 1.21513 1.15738 2.43366 0.00
H 2.27999 -3.05555 0.64575 0.00
H 1.85737 -3.27098 2.34258 0.00
H 3.42806 -2.55082 1.89277 0.00
H 1.01385 -1.17021 0.92683 0.03
H 3.10728 -1.52978 3.71930 0.00
H 2.96884 0.11356 4.16939 0.00
N -2.28429 1.57359 2.96057 0.01
C -2.91740 2.74071 2.96032 0.00
N -3.36915 3.22352 4.15355 0.00
N -3.14164 3.48937 1.88513 0.00
C -2.78338 2.87756 0.77858 0.02
N -2.45557 2.31664 -0.17900 0.02
H -2.32518 0.96755 3.76507 0.00
H -2.00598 1.11673 2.09341 0.03
H -2.89564 2.92114 4.98794 0.00
H -3.66354 4.18532 4.13137 0.00

90
Properties=species:S:1:pos:R:3:lowdin_charge:R:1 method="wB97M-V/def2-TZVPD" de_lowest_ev=1.089 energy_ev=-56432.0962 homo_energy_ev=-9.26 total_charge=+1
C -7.41616 3.60475 0.42269 -0.05
C -5.98969 3.19310 0.17849 -0.25
C -4.94582 4.12687 0.29594 0.00
C -3.61759 3.79825 0.03059 -0.19
C -2.58723 4.88383 0.18911 -0.04
C -3.27693 2.46052 -0.30428 -0.18
N -1.91462 2.04249 -0.63405 -0.22
P -0.64467 1.40195 0.40339 1.18
H -0.11260 -0.23051 0.06660 0.01
N 0.51997 2.14042 -0.63310 -0.24
C 1.88240 2.49888 -0.29818 -0.20
C 2.87631 1.52271 -0.40514 -0.20
C 2.47932 0.13713 -0.80323 -0.04
C 4.21390 1.85235 -0.14606 0.01
C 4.56979 3.16103 0.20156 -0.25
C 6.01219 3.52267 0.42652 -0.05
C 3.55340 4.12092 0.30799 0.00
C 2.22075 3.81943 0.05287 -0.20
C 1.16034 4.87435 0.18727 -0.04
C -0.03263 2.47008 -1.86952 -0.11
C -1.37975 2.42921 -1.85711 -0.14
C -4.31628 1.53103 -0.43803 -0.21
C -3.98593 0.13211 -0.84455 -0.05
C -5.64813 1.89333 -0.19137 0.00
H -8.07591 2.74412 0.27469 0.08
H -7.56244 3.98246 1.44573 0.09
H -7.74550 4.40623 -0.25618 0.09
H -5.17535 5.15421 0.59695 0.13
H -1.72302 4.71165 -0.46464 0.05
H -3.00948 5.86756 -0.05115 0.09
H -2.24937 4.94202 1.23532 0.09
H 3.37709 -0.48109 -0.92777 0.09
H 1.86201 -0.33011 -0.02022 0.05
H 1.91297 0.10980 -1.74931 0.10
H 4.98701 1.08384 -0.22270 0.13
H 6.14400 4.57663 0.70571 0.08
H 6.42349 2.90217 1.22987 0.09
H 6.60594 3.34489 -0.47878 0.09
H 3.80611 5.14619 0.59447 0.12
H 1.61364 5.81487 0.52429 0.09
H 0.65395 5.09462 -0.76183 0.08
H 0.41003 4.57931 0.93540 0.08
H 0.57206 2.79844 -2.70715 0.14
H -1.99498 2.76348 -2.68017 0.14
H -4.90389 -0.45434 -0.91059 0.09
H -3.48220 0.08664 -1.82620 0.09
H -3.33056 -0.33931 -0.09255 0.07
H -6.44747 1.14730 -0.28182 0.12
C -0.10815 -5.18115 -5.24038 -0.04
N -0.89164 -4.31792 -4.39163 -0.14
C -2.28756 -4.04997 -4.72912 -0.13
C -2.79284 -3.17663 -3.56755 -0.10
C -1.61376 -3.04414 -2.65109 -0.14
C -0.49366 -3.68867 -3.25890 -0.18
C 0.75421 -3.66211 -2.62827 0.01
C 0.89919 -2.91191 -1.45700 -0.06
C -0.18668 -2.29643 -0.80954 -0.25
C -0.10622 -1.64502 0.52199 -0.15
C 0.87658 -2.14581 1.50334 -0.24
C 0.83993 -1.52061 2.78012 0.01
C 1.70895 -1.90703 3.78025 -0.15
C 2.69171 -2.90200 3.53482 -0.18
N 3.47514 -3.07216 4.63691 -0.14
C 4.66099 -3.88289 4.76441 -0.03
C 3.12942 -2.14170 5.70550 -0.13
C 1.89597 -1.39429 5.17928 -0.09
C 2.67024 -3.62213 2.32871 0.01
C 1.71762 -3.29028 1.36817 -0.02
C -1.45019 -2.35734 -1.45544 0.02
H 0.78901 -5.55377 -4.73330 0.09
H -0.73514 -6.03921 -5.52914 0.09
H 0.21212 -4.67308 -6.16584 0.10
H -2.35758 -3.52467 -5.69642 0.13
H -2.82200 -4.99909 -4.84979 0.12
H -3.14489 -2.20572 -3.94051 0.12
H -3.63576 -3.67197 -3.06086 0.12
H 1.61958 -4.16886 -3.08083 0.11
H 1.90239 -2.87540 -1.02348 0.10
H -1.16980 -1.68258 1.05520 0.16
H 0.09725 -0.74689 2.98049 0.12
H 4.86000 -4.46587 3.86104 0.08
H 5.53394 -3.23888 4.96759 0.10
H 4.54067 -4.56734 5.62260 0.10
H 2.92641 -2.70201 6.62729 0.13
H 3.97224 -1.47510 5.91370 0.12
H 2.04001 -0.30016 5.19180 0.12
H 1.01709 -1.62068 5.79491 0.12
H 3.39877 -4.41848 2.16729 0.11
H 1.62126 -3.97111 0.52518 0.10
H -2.34332 -1.92740 -0.99118 0.09